1.
Here is a structure of composition C9H36FeO17S2 in a non-equilibrium geometry from the OMol25 dataset. Energies are from ωB97M-V/def2-TZVPD.

```
! wB97M-V def2-TZVPD RIJCOSX def2/J DEFGRID3
* xyz -1 6
Fe -1.48103 -0.69744 -1.23811
S -2.65605 -2.87392 -2.29682
O -1.47458 -2.59052 -1.48059
O -2.89505 -1.45664 -2.25307
O -2.30734 -3.29035 -3.62743
O -3.69569 -3.59230 -1.60169
S 0.47656 0.22440 0.33469
O -0.09305 -1.10454 0.01900
O 0.26996 0.64549 1.71002
O 1.81544 0.44979 -0.26367
O -0.52116 0.77636 -0.57003
C 0.10823 -5.61567 -0.46111
O -0.60020 -4.58784 0.17693
H -0.26264 -5.86154 -1.45615
H 1.11643 -5.25298 -0.66131
H 0.21174 -6.52046 0.13784
H -0.65931 -3.88370 -0.47289
C -2.60857 -1.34197 1.42099
O -2.94467 -0.67955 0.20647
H -1.99494 -2.21968 1.21805
H -2.09018 -0.70067 2.13380
H -3.50260 -1.63351 1.97218
H -3.73221 -0.15621 0.37227
C 2.86974 -2.41568 -1.60426
O 2.96825 -1.07998 -2.00522
H 3.35110 -2.65264 -0.65545
H 1.82065 -2.71005 -1.57507
H 3.35481 -3.03165 -2.36149
H 2.54857 -0.55660 -1.31852
C 3.13516 3.37788 -0.56014
O 2.29646 2.65399 -1.46355
H 2.90192 3.09877 0.46738
H 4.12931 2.98362 -0.77070
H 3.07247 4.45778 -0.69420
H 2.10810 1.79882 -1.07010
C 3.57187 1.27872 2.73516
O 3.92108 0.77479 1.48810
H 4.38754 1.58721 3.38909
H 2.88791 2.11698 2.60243
H 2.98791 0.54027 3.28452
H 3.12591 0.63864 0.96775
C 0.31923 0.43005 -3.63946
O -0.19422 -0.70054 -2.88328
H 1.33969 0.65629 -3.33031
H 0.17393 0.34765 -4.71659
H -0.20538 1.31457 -3.27820
H 0.29961 -1.50697 -3.04882
C -1.11065 1.13030 4.65072
O -0.33851 -0.01922 4.28026
H -1.86607 1.24290 3.87305
H -1.57421 1.00032 5.62863
H -0.36372 1.92022 4.57181
H -0.07641 0.09235 3.36350
C -3.13716 2.37991 -1.67955
O -2.61408 1.11722 -2.10260
H -2.45643 3.12474 -2.09179
H -4.12743 2.58469 -2.08644
H -3.18465 2.38846 -0.59063
H -2.99896 1.04854 -2.97938
C -0.91462 3.63205 1.96352
O 0.43861 3.28679 1.98089
H -0.93320 4.71322 1.82629
H -1.43672 3.19946 1.11006
H -1.43071 3.38308 2.89075
H 0.47422 2.33651 2.11248
*
```

Calculated values
E_HOMO (spin up / spin down) (eV): -6.64 / -6.83
Molar mass (g mol⁻¹): 536.35
LUMO level (spin up / spin down) (eV): 2.09 / 1.92

Here are the natural (NBO) charges for atoms 1 to 2, given in e: 1.81 2.64

2.
Here is a structure of composition C6H11LuO4 in a non-equilibrium geometry from the OMol25 dataset. Energies are from ωB97M-V/def2-TZVPD.

```
! wB97M-V def2-TZVPD RIJCOSX def2/J DEFGRID3
* xyz 1 2
H -1.31848 0.31578 -0.13885
C -3.34234 0.05663 3.32119
O -3.58059 -0.83673 2.25208
C -3.53081 -0.29704 1.00826
H -3.40292 -0.51891 4.25150
H -2.34188 0.50822 3.22928
H -4.10256 0.85388 3.33553
H -4.10520 0.62418 0.86012
H -3.77720 -1.03422 0.24161
O 0.12898 1.79641 -0.84497
C -0.25942 0.54863 -0.68200
C 0.47415 -0.50849 -1.09004
O 1.63620 -0.21451 -1.81283
C 2.88342 -0.72519 -1.30908
C 3.98427 0.13879 -1.92148
O 3.72807 1.49471 -1.74452
Lu 1.85169 2.05767 -1.74253
H 0.20503 -1.55828 -0.98141
H 2.98571 -1.78739 -1.57543
H 2.87806 -0.62327 -0.21100
H 4.06887 -0.12181 -2.99665
H 4.93695 -0.16907 -1.44877
*
```

Calculated values
E_HOMO (spin up / spin down) (eV): -10.19 / -12.60
Molar mass (g mol⁻¹): 322.12
LUMO level (spin up / spin down) (eV): -5.60 / -5.60

Here are the natural (NBO) charges for atoms 1 to 2, given in e: 0.22 -0.26